The following is a quantum chemistry calculation of a structure of composition C17H14ClIN2O4SV at a distorted geometry, from the Open Molecules 2025 dataset.

XYZ file:
```
41
Properties=species:S:1:pos:R:3
V -18.1064 3.0577 5.8826
C -8.7182 0.7624 4.9774
H -21.1297 1.6280 9.7254
H -9.0880 0.4840 3.9926
O -19.1643 2.7753 4.7801
O -7.2614 -1.3026 8.9423
N -17.9432 5.0738 5.9581
N -18.4437 2.1966 7.7798
H -17.1096 1.6974 0.7256
H -8.6768 -1.1593 5.9025
O -16.6507 2.6112 5.3971
H -7.6832 3.6465 6.5095
C -8.5469 -0.0995 6.0061
C -17.0157 7.0357 6.5540
C -7.6175 -0.4612 8.2233
H -16.5044 1.4797 8.0089
C -17.8062 1.0188 9.7615
C -8.0631 0.3786 7.2575
S -18.5907 7.4969 5.8986
H -19.3373 0.7454 11.1926
H -19.9259 5.5068 5.4506
H -16.4331 7.7942 7.1319
H -7.2397 2.0759 8.3307
O -19.1979 0.5321 -1.3303
C -19.7366 2.1079 8.0781
C -7.7374 1.7649 7.4208
C -18.0235 2.1723 0.2908
C -18.9369 5.8966 5.6722
H -18.7543 2.1740 1.0897
H -15.9313 5.1921 6.7872
Cl -17.8294 3.6842 -0.4406
H -20.5516 2.4655 7.3763
C -17.4942 1.5693 8.5250
C -19.1039 1.1377 10.1981
C -16.8455 5.7224 6.4803
I -16.5136 -0.3942 10.5231
C -8.3707 2.1215 5.1384
C -20.1058 1.6679 9.3289
C -18.6677 1.2225 -0.6701
H -8.5553 2.8364 4.3558
C -7.8665 2.6213 6.3635
```

Its total charge is +3. The energy above the lowest of the compared OMol25 structures with the same formula, charge and spin comes out at 0.0000 eV. The lowest unoccupied orbital energy comes out at -8.558 eV. For the orbital gap, the calculation gives 6.93 eV. The largest force on an atom is 5.6 eV Å⁻¹. Its total energy is -3165.76091 hartree. As for the HOMO energy: -0.5692 hartree. As for the multiplicity: 1.



The following is a quantum chemistry calculation of a structure of composition C17H14IIrN3O7 at a distorted geometry, from the Open Molecules 2025 dataset.

XYZ file:
```
43
Properties=species:S:1:pos:R:3
H -3.0291 -3.3974 -1.4463
H 4.4776 1.7265 -0.6367
O 0.6594 2.7049 0.5792
O 1.7858 0.3840 -1.8825
O -0.2445 0.7275 0.0191
H -0.9324 -2.1289 -1.9208
C 2.7342 1.3015 -1.8637
C 3.4433 1.4196 -0.5044
H 2.8827 2.1474 0.0831
H 2.6121 -2.0242 -1.6538
C -3.0712 4.5521 0.1111
N 3.3081 0.0934 0.0708
C -2.6746 -3.3995 0.6858
C -4.0140 2.3862 -0.3967
N 2.4644 -2.1664 -0.6561
H -4.8673 1.7748 -0.6569
C -1.8055 -3.0004 1.6832
I -6.0433 4.6262 -0.4472
H -0.9561 4.5535 0.5235
C -1.2121 -2.4026 -0.9104
H -3.1944 5.6184 0.2426
O 3.0263 1.9709 -2.8333
H 1.9284 -3.0125 -0.5035
C -0.2782 1.9971 0.2536
N -0.3736 -2.0251 0.0559
H -2.6217 0.7490 -0.3728
C 4.3038 -0.7859 -0.0551
O 5.4911 -0.5545 -0.2789
C 3.7655 -2.2039 0.0571
C 0.3818 -1.8867 2.3517
H -3.5794 -3.9421 0.9290
Ir 1.4115 -0.4978 -0.0614
H 4.4732 -2.9182 -0.3618
C -0.6588 -2.3071 1.3220
C -4.1559 3.7536 -0.2173
H -1.9738 -3.2001 2.7316
O 0.2352 -2.2672 3.5028
H 3.5644 -2.4465 1.1005
C -1.6592 2.5957 0.0875
C -1.8244 3.9629 0.2632
C -2.3739 -3.0998 -0.6392
C -2.7592 1.8139 -0.2420
O 1.3535 -1.1921 1.8876
```

Its total charge is -1. The energy above the lowest of the compared OMol25 structures with the same formula, charge and spin comes out at 0.0000 eV. The lowest unoccupied orbital energy comes out at 2.044 eV. For the orbital gap, the calculation gives 7.02 eV. The largest force on an atom is 2.3 eV Å⁻¹. Its total energy is -1749.39407 hartree. As for the HOMO energy: -0.1829 hartree. As for the multiplicity: 1.



The following is a quantum chemistry calculation of a structure of composition C17H15AuCl2F5O5S2Se at a distorted geometry, from the Open Molecules 2025 dataset.

XYZ file:
```
48
Properties=species:S:1:pos:R:3
H 2.7983 2.0750 3.7682
Se 1.2262 -1.9438 -1.2984
Cl -0.6172 0.2676 -6.0368
H 4.1719 2.0850 1.3939
F -2.5102 -1.0915 -1.5660
Cl -0.3330 0.6605 -3.1252
C -2.7241 -3.2922 -0.9008
H -0.7350 4.6166 -1.2936
H -4.8884 4.4195 -0.2051
H -0.4613 -1.3543 -4.3211
H -3.0193 5.5951 -1.3260
C -2.4107 -4.3169 -0.0325
F -3.6156 -3.4984 -1.8715
C 0.0062 -0.3996 -4.5022
C 2.6329 1.5400 2.8329
C -2.8386 4.6527 -0.8184
C 3.9241 1.2596 2.0612
S 0.3374 2.2605 -0.1493
C -3.6499 2.7907 0.4551
F -3.0312 -5.4882 -0.1343
C -3.8900 3.9959 -0.1901
F 0.0110 -2.7489 2.0679
C 3.7143 -0.0136 1.2531
H 2.5261 -1.8137 1.7264
C -1.3084 2.8913 -0.1633
O 0.2236 -2.7716 -2.2560
S 1.8168 -0.0576 3.2304
C -2.3737 2.2414 0.4746
F -1.1992 -5.0968 1.8169
C -1.4851 -4.1078 0.9657
O 2.3662 -1.0953 -2.0969
H 4.7529 1.0988 2.7566
O 0.4801 -0.0329 2.5418
H 3.7734 -1.3718 2.9315
Au 0.1220 -0.2007 0.0793
C -0.8760 -2.8747 1.0831
C -2.1269 -2.0632 -0.7393
H -2.1831 1.3055 0.9869
H -4.4644 2.2726 0.9522
H 1.8942 2.0710 2.2261
O 2.9299 0.2864 0.1142
C -1.5604 4.1094 -0.8069
C -1.1972 -1.8101 0.2526
H 4.6792 -0.4191 0.9363
H 3.1165 -0.3233 -0.6164
C 3.0352 -0.9827 2.2237
O 1.8825 -2.8214 -0.1015
H 1.0776 -0.5048 -4.5789
```

Its total charge is -1. The energy above the lowest of the compared OMol25 structures with the same formula, charge and spin comes out at 0.0000 eV. The lowest unoccupied orbital energy comes out at 0.746 eV. For the orbital gap, the calculation gives 5.52 eV. The largest force on an atom is 1.2 eV Å⁻¹. Its total energy is -5786.14105 hartree. As for the HOMO energy: -0.1756 hartree. As for the multiplicity: 1.



The following is a quantum chemistry calculation of a structure of composition C17H15BaI2NO5 at a distorted geometry, from the Open Molecules 2025 dataset.

XYZ file:
```
41
Properties=species:S:1:pos:R:3
H -4.5052 1.1453 -0.2968
O 1.1734 1.3328 -0.1582
C 0.0334 1.2175 0.2530
H 1.3416 -2.3409 4.4439
C 0.1641 2.7535 -2.3626
O -0.2245 -1.6404 0.7125
C 3.2509 -3.0719 3.6889
C 4.3021 -3.2554 -0.0305
O -0.7807 -1.5258 2.8545
C -0.0315 -1.8297 1.9605
I 5.2273 0.1728 -3.7145
H -3.6133 0.9066 1.7737
O 5.4284 -3.7222 -0.0026
H -5.5859 1.6713 -2.3821
I 3.7764 1.3175 -1.8574
C -3.5730 2.0304 -1.9654
C -3.5496 1.3988 -0.7289
N 2.1497 -2.7989 1.2287
C -2.3987 1.2413 0.0285
H 0.8658 2.0321 -2.9016
C 3.9825 -3.4001 2.5664
O 3.7250 -2.6780 -1.0244
C -2.3339 2.4692 -2.4401
C 3.4162 -3.1852 1.2956
Ba 1.4635 -1.8165 -1.0959
H 5.0021 -3.7996 2.5876
H -1.8354 0.9764 2.1294
C -2.6192 0.6510 1.4295
H -2.5318 -0.4218 1.4468
H -5.2234 3.3274 -2.5184
H -4.6884 2.2643 -3.8009
C 1.4099 -2.4669 2.2992
H -2.2621 3.0218 -3.3614
H 3.7167 -3.2099 4.6821
C -1.1422 2.2241 -1.7811
C -4.8347 2.3255 -2.7386
C 1.9313 -2.6256 3.5541
H -0.0473 0.9590 1.3485
H 0.7056 3.2295 -1.5484
H -0.1223 3.5688 -3.0242
C -1.1628 1.5520 -0.5497
```

The lowest unoccupied orbital energy comes out at -1.453 eV. For the orbital gap, the calculation gives 7.81 eV. The largest force on an atom is 1.6 eV Å⁻¹. Its total energy is -1708.78762 hartree. As for the HOMO energy: -0.3403 hartree. As for the multiplicity: 1.



The following is a quantum chemistry calculation of a structure of composition C17H15Cl5FN2O2ReSSbSe4, from the Open Molecules 2025 dataset.

XYZ file:
```
49
Properties=species:S:1:pos:R:3
F -1.2485 -1.2464 -1.0863
H 4.6911 4.0232 -2.1952
C -3.4833 0.4216 1.4445
Se 4.0793 -4.7093 0.8664
H -1.9455 0.2526 -1.4719
C 2.9554 1.2772 -1.2016
C -0.5559 1.6862 -1.6940
C 1.4920 2.9938 -2.0438
C -4.5015 1.3471 1.5701
Cl -0.2251 2.7467 1.4258
H 3.7580 1.3726 1.3964
S -0.2038 3.2820 -2.3320
H 2.4035 4.8236 -2.7211
Cl -5.5045 3.8699 1.7919
C 3.3476 -1.2371 2.0731
O -1.2013 -0.0826 1.2632
H 4.1115 -1.1661 2.8550
C -1.8638 2.2067 1.4927
Cl -2.5326 4.8162 1.6959
C 1.4612 -0.2419 3.4137
H 3.0938 0.2934 -0.7861
C 3.1366 1.2397 2.2788
H 2.8562 -2.1981 2.1699
C 2.5629 3.8382 -2.2986
C 3.8353 3.3858 -2.0034
C -2.8954 3.1230 1.6108
H 2.4451 2.0804 2.3473
Se 0.9561 -6.2003 -1.3245
C -2.1004 0.8015 1.3831
H 0.7845 -1.0800 3.2600
N 0.4791 1.0001 -1.2873
Cl -6.1488 0.8186 1.6273
H 3.8477 -1.2233 1.1045
H -2.5560 1.8219 -2.0302
C -4.2248 2.7134 1.6487
Cl -3.8183 -1.2638 1.3322
Re 0.4115 -0.9666 -0.0649
H 5.0264 1.7710 -1.2417
Sb 1.9249 -4.3270 -0.1551
C 4.0218 2.1138 -1.4650
C 2.3682 -0.0823 2.1978
C 1.6613 1.7160 -1.4927
N -1.8234 1.2602 -1.6426
Se 1.8712 -2.1292 -1.5550
H 2.0634 -0.4392 4.3067
Se 0.2357 -3.0000 1.2501
H 0.8705 0.6624 3.5714
O 1.5546 0.0238 1.0137
H 3.7831 1.2448 3.1636
```

Its total charge is -2. As for the expectation value of S²: 0.7570. The energy above the lowest of the compared OMol25 structures with the same formula, charge and spin comes out at 0.0000 eV. The lowest unoccupied orbital energy (spin up / spin down) comes out at 3.618 / 3.619 eV. For the orbital gap (spin up / spin down), the calculation gives 5.36 / 5.53 eV. The largest force on an atom is 0.7 eV Å⁻¹. Its total energy is -13640.37987 hartree. As for the HOMO energy (spin up / spin down): -0.0640 / -0.0701 hartree. As for the multiplicity: 2.



The following is a quantum chemistry calculation of a structure of composition C17H15CuN3O3S2 at a distorted geometry, from the Open Molecules 2025 dataset.

XYZ file:
```
41
Properties=species:S:1:pos:R:3
C 0.8912 -0.4053 3.7421
C 2.9742 -1.4507 3.2930
C 3.6440 1.5073 -1.0440
C -5.1707 0.4257 0.0687
C 1.0414 -1.5941 1.8086
C 2.9263 3.9758 -1.5636
O 2.6337 -2.6557 -0.6501
H 3.7647 -0.5976 -0.3757
H -5.2366 1.1132 0.9177
H 0.2434 0.1981 4.3864
H 2.4947 -0.3929 5.1065
H 4.0044 -1.6245 3.5346
H -0.1084 0.4176 -1.6657
C -4.5954 -1.4260 -1.8806
H 0.7234 2.7707 -2.1921
H 2.9324 -2.5539 1.5005
Cu -1.3505 -1.6778 0.1358
H 1.9206 4.4826 -1.4827
C 2.6817 2.4587 -1.4736
C 2.4003 -1.9359 2.1440
C 3.1716 0.2037 -0.8021
N 0.4962 -1.8338 0.5662
H -4.2242 -2.1491 -2.6609
N 0.3107 -0.8872 2.6548
C -4.0469 -0.4308 0.2183
O -2.9619 -2.3563 -0.6509
H -6.8982 0.8822 -1.0888
C 2.1687 -0.6862 4.1017
H 3.6456 4.3321 -0.8337
C 1.3877 2.0148 -1.7346
N -3.8790 -1.3888 -0.7449
S 1.4175 -1.8715 -0.7916
C 1.8307 -0.1870 -1.0160
C 0.9259 0.7387 -1.4779
C -6.0081 0.3124 -1.0365
C -5.6993 -0.6018 -2.0676
O 0.4242 -2.3512 -1.7330
H 3.3193 4.3111 -2.5386
H 4.7455 1.6480 -0.9091
H -6.1856 -0.6240 -3.0649
S -2.7556 -0.1107 1.3002
```

As for the expectation value of S²: 0.7559. The lowest unoccupied orbital energy (spin up / spin down) comes out at -0.078 / -1.749 eV. For the orbital gap (spin up / spin down), the calculation gives 8.11 / 6.39 eV. The largest force on an atom is 2.4 eV Å⁻¹. Its total energy is -3483.57603 hartree. As for the HOMO energy (spin up / spin down): -0.3010 / -0.2990 hartree. As for the multiplicity: 2.